79
Properties=species:S:1:pos:R:3:forces:R:3:mulliken_charge:R:1 method="wB97M-V/def2-TZVPD" relative_energy_kcal_mol=25.4 charge=-1 lumo_energy_ev=1.94 e_homo_ev=-4.26 energy_ev=-86110.5338 homo_lumo_gap_ev=6.202
N 0.08172 -0.11143 -0.44740 -0.44 0.51 -1.15 1.332
H -0.36118 -0.63406 -1.20739 0.51 0.40 -0.38 0.056
H -0.08112 0.89041 -0.65365 -0.46 0.41 -0.04 0.266
H 1.10906 -0.14786 -0.56021 0.01 -0.99 0.11 -0.285
H -0.40769 -0.46357 0.36952 0.65 0.46 0.68 0.252
C 4.60114 -1.45758 -1.38319 -0.27 -1.02 -0.71 -1.139
C 3.51365 -0.47404 -1.80878 -0.12 1.53 0.09 0.605
O 2.33627 -0.88165 -2.03322 0.04 -0.78 0.49 -0.480
O 3.89064 0.71376 -1.89814 0.12 -0.29 0.34 -0.712
H 5.40273 -1.40693 -2.12227 0.11 0.13 0.11 0.363
H 4.19479 -2.47311 -1.44372 0.12 -0.06 0.29 0.238
H 5.02678 -1.26983 -0.39953 -0.15 0.17 0.06 0.226
C -0.50702 4.83738 -1.57444 -1.11 0.19 0.09 -0.835
C 0.01252 3.58386 -2.26327 1.43 -0.38 -1.31 0.441
O 0.46256 2.64434 -1.55571 -0.59 -0.31 0.97 -0.559
O 0.05618 3.60691 -3.51938 -0.67 0.14 0.44 -0.749
H -1.47814 4.58153 -1.13135 0.11 -0.05 0.26 0.069
H -0.74577 5.60855 -2.30712 0.32 0.05 -0.05 0.324
H 0.12518 5.23439 -0.78159 0.16 -0.19 -0.02 0.244
C -4.63589 3.66360 2.51689 0.48 -0.59 -1.30 -0.463
C -5.40803 2.44597 2.05092 -0.14 1.38 -0.81 0.313
O -4.56652 1.96272 1.01963 -0.19 -0.65 0.31 -0.295
C -3.26719 2.34531 1.28471 -0.14 -1.05 0.06 0.505
O -2.29729 1.95560 0.73374 -0.53 0.24 -0.03 -0.349
O -3.30586 3.12522 2.36443 0.60 1.49 1.36 -0.299
F -6.56607 2.84799 1.42709 -0.03 -0.42 0.54 -0.315
H -4.85513 4.06875 3.49711 0.33 -0.26 0.15 0.275
H -4.74768 4.40746 1.72644 -0.23 0.35 0.28 0.293
H -5.62114 1.77206 2.88470 -0.10 -0.54 -0.57 0.271
C 0.12140 -3.29721 -2.21581 0.09 0.88 -0.47 0.142
C 0.19718 -4.71372 -2.72748 -1.18 0.42 -0.07 0.316
O -1.00125 -5.30677 -2.23521 0.50 -0.02 -0.58 -0.383
C -1.72123 -4.40276 -1.52250 0.79 0.03 1.20 0.533
O -2.73503 -4.67492 -0.97568 -0.56 0.13 -0.15 -0.545
O -1.03791 -3.24542 -1.38605 -0.38 -0.73 0.15 -0.124
F 1.28032 -5.37246 -2.24262 -0.09 -0.27 -0.08 -0.308
H -0.09717 -2.59300 -3.02046 0.57 0.04 -0.02 -0.010
H 1.02799 -3.00896 -1.68177 -0.12 0.28 -0.01 -0.003
H 0.13839 -4.74033 -3.81521 0.58 -0.49 0.04 0.339
C -2.87013 0.65704 -5.79622 0.33 0.03 -0.18 -0.385
C -1.54932 0.04477 -6.30259 0.08 1.48 0.63 0.301
O -0.82814 -0.18812 -5.12318 -0.14 -0.69 -0.14 -0.276
C -1.62064 0.00438 -4.03696 0.64 0.95 0.89 0.497
O -1.31187 -0.25095 -2.91475 -0.25 -0.40 -0.68 -0.577
O -2.76003 0.62366 -4.37723 -0.49 -1.17 -0.22 -0.329
F -0.90250 0.97037 -7.07030 0.23 -0.34 -0.07 -0.292
H -3.64213 0.03501 -6.25633 -0.59 0.26 0.80 0.220
H -3.00626 1.72205 -5.97193 0.19 -0.17 -0.91 0.320
H -1.63161 -0.87930 -6.86918 -0.01 0.00 -0.11 0.239
C -0.95815 0.79233 5.13931 0.89 -1.25 0.12 -0.316
C -1.04943 -0.70579 5.49338 0.48 0.71 -0.11 0.304
O -0.99563 -1.32532 4.23326 0.50 -0.80 0.63 -0.345
C -1.21406 -0.42507 3.24587 -1.17 -0.60 -0.72 0.544
O -1.39401 -0.72475 2.09675 0.62 0.16 0.94 -0.666
O -1.35003 0.76820 3.77558 -0.53 1.70 -0.40 -0.211
F -2.23399 -1.02039 6.10147 -0.22 0.01 -0.10 -0.315
H 0.08190 1.12565 5.14111 0.00 0.08 0.29 0.175
H -1.56428 1.39776 5.80545 -0.34 0.14 -0.47 0.304
H -0.25349 -1.05321 6.15064 0.02 -0.18 -0.24 0.313
C 3.05936 2.55221 0.94240 1.75 -1.19 0.79 0.202
C 4.31867 1.83019 1.53823 -2.23 -0.38 -1.80 0.568
O 3.78603 1.26897 2.71818 1.82 0.74 0.24 -0.249
C 2.82693 2.09212 3.15324 -1.99 -0.84 -0.11 0.654
O 2.29350 1.97574 4.22497 0.37 0.34 0.12 -0.664
O 2.35571 2.86209 2.16862 0.40 0.74 -0.14 -0.324
F 5.28088 2.76621 1.77200 0.33 -0.12 0.63 -0.343
H 2.44881 1.88223 0.34557 0.06 0.23 -0.27 -0.230
H 3.48686 3.37901 0.38508 -0.87 0.50 0.09 0.309
H 4.68489 1.05620 0.86673 0.22 -0.04 0.27 0.101
C 1.51387 -3.93434 1.17356 -0.14 -0.72 1.26 -0.469
C 1.87288 -3.83039 2.66439 0.29 0.85 -0.45 0.273
O 2.43544 -2.49966 2.74254 -0.46 -0.29 0.95 -0.408
C 2.01050 -1.77670 1.69599 2.12 -0.45 -1.59 0.079
O 2.42970 -0.72197 1.33028 -0.90 0.11 1.11 -0.254
O 1.27947 -2.56940 0.90791 -0.98 -0.25 -1.71 0.176
F 2.87566 -4.65726 3.04282 -0.46 -0.27 0.07 -0.319
H 0.63551 -4.52765 0.92377 -0.31 0.30 0.40 0.234
H 2.32391 -4.45972 0.65654 0.39 0.93 -0.34 0.314
H 1.00099 -3.87643 3.32099 0.32 -0.29 0.25 0.295